Density functional theory data (the ωB97M-V functional and the def2-TZVPD basis) for a structure of composition C20H36BCsF4O10S3 in a non-equilibrium geometry.

Computed properties:
- HOMO level: -10.196 eV
- Kohn-Sham gap: 9.38 eV
- M: 752.41 g/mol
- Calculated total energy: -3175.3750 a.u.

Last column: Löwdin charge in e.
Atoms and positions in Å:
Cs (-2.73, -1.75, 2.10)  1.13
B (0.09, -0.40, 0.34)  -1.31
F (-0.45, 0.39, 1.38)  0.05
F (1.18, -1.09, 0.92)  0.10
F (-0.92, -1.34, -0.06)  -0.06
F (0.49, 0.29, -0.80)  0.14
C (3.75, 0.63, 3.34)  -0.20
C (4.41, 1.92, 3.80)  -0.22
C (3.62, 2.37, 5.02)  -0.23
S (1.91, 2.17, 4.51)  0.68
O (1.45, 3.37, 3.86)  -0.32
O (1.15, 1.58, 5.60)  -0.33
C (2.24, 0.91, 3.26)  -0.22
H (3.85, -0.12, 4.13)  0.12
H (4.13, 0.24, 2.39)  0.12
H (4.36, 2.70, 3.03)  0.12
H (5.47, 1.78, 4.03)  0.12
H (3.81, 3.40, 5.31)  0.11
H (3.80, 1.76, 5.91)  0.11
H (1.82, 1.33, 2.35)  0.09
H (1.63, 0.04, 3.48)  0.10
C (-3.50, 3.35, -0.88)  -0.19
C (-2.41, 2.27, -0.90)  -0.21
C (-3.12, 0.96, -1.25)  -0.19
S (-4.62, 1.03, -0.22)  0.68
O (-4.38, 0.41, 1.09)  -0.52
O (-5.80, 0.67, -0.94)  -0.30
C (-4.58, 2.82, 0.07)  -0.20
H (-3.93, 3.49, -1.87)  0.12
H (-3.06, 4.27, -0.49)  0.12
H (-1.97, 2.16, 0.10)  0.12
H (-1.59, 2.43, -1.60)  0.12
H (-2.60, 0.03, -1.04)  0.08
H (-3.57, 1.00, -2.24)  0.11
H (-4.33, 2.93, 1.12)  0.11
H (-5.55, 3.23, -0.19)  0.11
C (-2.16, -4.03, -2.10)  -0.21
C (-1.86, -2.67, -2.72)  -0.22
C (-1.92, -2.82, -4.22)  -0.21
S (-3.06, -4.16, -4.60)  0.66
O (-2.38, -5.24, -5.26)  -0.31
O (-4.25, -3.61, -5.19)  -0.32
C (-3.34, -4.59, -2.90)  -0.24
H (-2.46, -3.99, -1.05)  0.10
H (-1.33, -4.73, -2.20)  0.12
H (-0.93, -2.23, -2.37)  0.11
H (-2.68, -2.02, -2.39)  0.11
H (-0.96, -3.16, -4.64)  0.11
H (-2.22, -1.94, -4.78)  0.11
H (-3.57, -5.64, -2.71)  0.11
H (-4.28, -4.11, -2.57)  0.11
O (0.06, 4.62, -2.56)  0.12
C (0.38, 4.60, -1.41)  -0.49
O (-0.14, 5.47, -0.50)  0.02
C (0.36, 5.18, 0.81)  -0.15
C (1.58, 4.27, 0.63)  -0.14
C (1.25, 3.58, -0.68)  -0.07
H (-0.42, 4.65, 1.35)  0.12
H (0.62, 6.09, 1.36)  0.13
H (1.65, 3.61, 1.50)  0.08
H (2.53, 4.80, 0.58)  0.12
H (0.60, 2.72, -0.57)  0.10
H (2.05, 3.31, -1.37)  0.13
O (3.35, -6.37, -1.68)  0.12
C (3.12, -5.40, -1.02)  -0.49
O (1.87, -4.94, -0.81)  0.03
C (1.85, -3.70, -0.10)  -0.15
C (3.30, -3.21, -0.02)  -0.14
C (4.13, -4.45, -0.41)  -0.07
H (1.44, -3.86, 0.90)  0.12
H (1.27, -2.95, -0.63)  0.10
H (3.49, -2.90, 1.01)  0.11
H (3.49, -2.34, -0.64)  0.11
H (4.66, -4.82, 0.47)  0.12
H (4.87, -4.26, -1.17)  0.12